Entry 1:
The following is a quantum chemistry calculation of a molecular structure, C60H116N6Ni2O10, from the Open Molecules 2025 dataset.

XYZ file:
```
194
Properties=species:S:1:pos:R:3:forces:R:3:lowdin_charge:R:1
Ni 3.261947 2.890053 2.578781 -1.313 -0.631 -1.641 0.6671
Ni -2.539942 1.519543 -2.655188 -0.580 0.636 2.581 1.0669
O -4.241799 2.209197 -1.314830 0.517 -0.162 0.465 -0.0597
O -1.368142 0.497718 -1.336086 0.830 1.326 -0.064 -0.0781
O 0.854211 -1.232303 3.423447 -0.628 -0.742 -1.366 -0.0259
O 1.440706 -0.954721 -6.881033 0.037 0.335 -0.518 0.0207
O -2.832988 -5.550645 0.087512 -1.496 -0.230 -0.162 -0.0125
O -1.574950 3.109933 -1.822972 -1.061 -0.247 -1.658 -0.0196
O 2.271432 3.885309 0.687599 -0.628 -3.012 0.584 -0.0771
O 2.062724 1.214441 1.759571 1.073 2.488 -0.352 -0.0712
O 5.174111 2.567699 0.918398 1.715 -0.487 0.172 0.0441
O -5.261623 3.165051 1.347852 0.286 0.016 -0.754 -0.0296
N -4.872847 1.377831 -2.212800 -0.419 -1.919 -2.250 -0.0927
N 6.192353 1.837529 0.314052 -1.552 -1.852 0.787 0.0955
N 1.517401 -0.638192 -5.536139 -0.629 -0.042 1.993 -0.1138
N 1.386243 -1.254088 4.678998 2.484 0.303 2.726 -0.1286
N -1.502636 -5.289212 0.167490 3.557 2.167 0.949 -0.1184
N -3.965660 3.698526 1.507879 0.914 -1.051 -1.085 -0.1077
C 1.499421 1.818229 -5.943583 -0.580 -1.234 -1.873 -0.0420
C -6.639817 0.426762 -0.517495 -0.063 0.972 -0.204 0.0010
C 0.374738 -2.806551 -5.036930 0.330 -0.599 -1.552 -0.0382
C 1.140275 -4.366194 -0.547160 -0.341 -1.760 0.146 -0.1585
C 7.284604 1.362678 1.235191 0.564 -0.158 -1.100 -0.4630
C 8.351417 0.802278 0.279108 0.296 -1.441 -0.805 -0.1074
C 6.800575 0.278525 -1.675795 -0.628 0.148 2.272 -0.0819
C -6.969712 -0.030210 -3.677518 -0.894 -0.952 0.882 -0.2046
C 2.130161 0.640709 -5.155535 -0.122 1.939 -0.450 -0.4754
C 4.831009 1.905512 -1.748585 -0.449 -0.113 0.343 -0.0060
C -0.633983 2.787963 -1.091756 3.601 -0.785 1.810 -0.2981
C 6.839479 0.235521 2.186114 -0.451 -0.005 0.264 0.0106
C -1.012049 -6.381712 -2.041689 0.630 -0.815 -0.138 -0.0295
C -4.916576 3.128108 -4.002934 0.995 -0.027 1.280 -0.0263
C 0.419174 3.631943 -0.564050 -3.559 -2.160 -2.512 0.0323
C 2.605460 -2.177495 4.876075 -0.655 -0.639 -0.177 -0.4041
C -1.225860 -3.766835 -0.015729 0.472 0.744 0.742 -0.4342
C -6.877827 2.913227 -2.467127 -0.719 -0.162 0.853 -0.0076
C 2.895131 -2.681524 -4.663007 -0.238 0.560 -1.595 -0.0109
C -3.148195 1.486129 2.223998 -0.151 0.688 0.227 -0.0185
C -1.582388 5.038771 2.429353 -1.265 -1.308 -0.176 -0.1476
C -4.493743 -0.765353 -0.881997 0.654 0.529 -0.581 -0.0464
C -1.675294 -3.274384 -1.375348 -0.841 -0.056 -0.949 -0.0393
C 0.389714 -1.037896 5.738786 -0.131 0.250 0.417 -0.4837
C -1.911312 -2.931245 1.113158 -0.655 -1.015 -0.986 -0.0264
C 2.208540 -3.716131 4.714489 -0.258 0.362 0.292 -0.0265
C 0.481600 0.726935 0.269132 -4.249 0.764 -3.916 0.0416
C 1.334021 -1.484906 -3.223691 0.580 -0.157 -1.003 -0.1454
C 4.779871 -0.209699 -0.219465 0.069 0.354 0.116 0.0229
C -4.318456 5.326988 -0.284830 -1.113 0.190 0.039 -0.0285
C 1.167284 -0.763136 7.080142 -0.744 0.152 -0.220 -0.1495
C -4.015874 3.161475 3.939275 1.732 -0.438 -0.980 -0.0010
C -4.773230 5.976678 2.083746 0.906 0.042 0.815 -0.0057
C -1.764167 3.511251 2.576879 -0.991 0.513 0.831 -0.1101
C -0.434705 0.245264 5.457198 0.335 0.396 0.648 -0.0480
C -6.289028 1.174771 -4.249941 -0.583 -0.584 1.619 -0.1223
C 1.370208 1.616239 0.746231 0.347 -0.720 2.508 -0.3526
C -5.760165 2.172653 -3.136975 0.206 -0.909 -2.905 -0.4697
C 3.267941 -1.930424 6.296628 -2.244 -0.324 1.101 -0.1066
C -6.071915 -0.801624 -2.709496 -0.149 1.455 -1.329 -0.1265
C -0.648721 -6.291823 -0.536336 -1.583 0.384 0.168 -0.5005
C 2.163074 -0.283325 -2.825142 -1.090 -0.126 0.761 -0.2020
C 7.861915 2.602139 1.925644 -1.275 0.247 0.321 -0.0066
C 0.250693 -3.371058 0.205225 0.845 -3.064 -0.813 -0.1468
C 1.518702 -1.858069 -4.724136 1.849 -0.674 2.583 -0.4535
C 3.629392 0.776984 -5.486547 0.132 -1.212 -0.124 -0.0191
C -5.522588 0.127139 -1.593602 -0.785 -0.977 1.533 -0.4111
C 1.782947 0.896845 -3.681414 0.770 -0.642 1.130 -0.1363
C -3.241569 3.017641 2.579151 -0.045 -0.764 0.271 -0.4625
C 5.627744 0.967593 -0.791999 0.865 -0.153 -1.803 -0.3727
C -0.485433 1.248603 -0.759767 -0.094 -1.327 1.344 -0.1837
C 1.346301 3.043329 0.253049 3.481 3.724 1.525 -0.2964
C -0.674584 -2.146345 5.854576 0.848 -0.323 0.074 -0.0209
C 3.695911 -1.820407 3.828686 -1.089 -0.485 0.237 -0.0511
C -3.845361 5.106577 1.178046 -0.584 0.865 -0.619 -0.4717
C 2.214739 -1.772809 7.485783 0.176 -0.128 -2.042 -0.1636
C -0.891818 -7.723479 0.042446 -0.045 0.945 0.584 -0.0325
C -2.382669 5.556632 1.246766 1.388 0.223 -0.151 -0.1417
C 7.923796 -0.342142 -0.768964 0.362 2.300 -0.168 -0.1193
C 0.792943 -5.912877 -0.269267 0.504 1.652 -1.243 -0.1037
H 3.816774 -2.812820 6.625672 0.551 0.057 -0.676 0.1121
H -4.148889 3.569689 -3.367514 -0.074 0.790 0.207 0.0607
H -0.945103 -3.408746 -2.173391 0.056 -0.441 0.069 0.0540
H -7.668050 0.232381 -0.822517 0.140 -0.414 -0.449 0.0869
H -2.451740 0.946185 2.865496 0.062 0.265 0.383 0.0660
H 4.104756 -0.174760 -5.249237 0.544 0.240 0.571 0.0723
H -1.899267 -8.069767 -0.188289 0.330 -0.370 -0.603 0.0830
H -2.737824 1.371670 1.220711 -0.352 0.022 -0.236 0.0589
H 3.505718 -2.340057 2.889599 -0.095 0.139 -0.143 0.0721
H -1.815112 5.339912 0.341762 -0.413 -0.410 -0.386 0.1027
H 1.612106 0.230228 7.021281 0.119 0.115 -0.203 0.1100
H 3.889676 -1.035402 6.318459 0.128 -0.066 -0.329 0.1070
H -0.613814 -2.358326 -5.136746 -0.026 0.327 0.605 0.0883
H -1.254529 2.927127 1.810615 0.168 0.347 -0.240 0.0904
H -1.020637 0.278210 4.538661 0.261 -0.293 -0.135 0.0572
H 3.251446 -0.333562 -2.793041 -0.019 -0.914 -0.339 0.0802
H -2.088742 5.579126 3.229169 0.769 -0.289 0.888 0.1137
H 5.392565 -1.016198 0.183370 0.128 0.237 -0.002 0.0845
H 5.828420 0.382927 2.565778 -0.009 0.037 0.071 0.0795
H 2.767250 -3.708096 -4.319646 -0.226 0.083 0.019 0.0814
H -3.829914 4.160646 4.333218 -0.533 -0.102 0.209 0.0757
H 0.499436 -3.542315 1.252551 -0.031 0.944 0.215 0.1118
H -6.637580 -1.686652 -2.418242 0.386 0.137 0.868 0.1393
H -0.859171 -7.799702 1.129286 0.144 0.660 0.248 0.0802
H -0.605789 -5.615228 -2.701662 0.001 0.260 0.279 0.0603
H -1.580957 -3.279626 2.091720 -0.421 -0.210 0.021 0.0830
H -2.596288 -3.793401 -1.640839 0.015 -0.275 -0.224 0.0891
H 1.564776 -3.970223 3.872408 -0.402 0.832 -0.164 0.0668
H -6.536833 3.472696 -1.596024 0.037 0.190 0.042 0.0793
H 0.726131 1.036894 -3.454196 -0.315 0.356 -0.739 0.1031
H -5.052374 2.873275 3.764059 -0.022 0.372 0.358 0.0790
H 1.362270 -6.480324 -1.005444 0.318 -0.130 0.103 0.1154
H 0.889485 -0.301392 3.191593 0.209 0.157 -0.402 0.0666
H -3.568622 2.421624 4.603117 -0.169 0.103 0.312 0.0821
H -5.815680 6.076092 1.781236 0.190 0.054 -0.366 0.0863
H 5.111668 3.360290 0.380349 -0.655 0.580 -0.471 0.1355
H -5.205896 -1.139579 -3.278627 0.137 -0.237 -0.086 0.1134
H 4.648657 -2.188119 4.209698 0.126 0.326 -0.034 0.0816
H 7.137130 2.994045 2.639237 0.024 -0.203 0.347 0.0833
H 0.260840 -1.353775 -3.085196 -0.106 0.712 0.384 0.1057
H 0.484018 -0.911068 -6.947656 -0.089 -0.142 -1.049 0.1072
H -4.279370 6.349958 -0.659148 0.304 0.353 0.640 0.0964
H 2.200282 -4.251172 -0.320781 0.069 0.228 0.091 0.1013
H 4.050962 0.084530 0.535662 -0.047 0.163 -0.058 0.0798
H 0.411679 1.770997 -5.891818 -0.126 0.516 0.430 0.0766
H -7.639832 2.216958 -2.116899 -0.014 0.065 0.021 0.0815
H 0.509731 -3.276383 -6.011164 0.245 -0.044 -0.188 0.0873
H -7.370870 -0.699727 -4.438384 0.510 -0.059 -0.409 0.1243
H 1.120856 -6.237446 0.718271 -0.153 0.233 0.125 0.1172
H -0.193887 -3.117427 5.972989 -0.148 -0.075 -0.010 0.0645
H 0.425473 -0.699432 7.876227 -0.216 0.060 0.017 0.1178
H -4.927807 2.565981 -0.745893 -0.096 0.653 1.199 0.0690
H 4.109928 1.664378 -5.074597 -0.026 -0.190 0.399 0.0835
H 4.256738 -0.630352 -1.078230 -0.079 0.134 0.071 0.0772
H -0.044547 -8.338696 -0.260438 -0.484 -0.369 -0.553 0.0866
H -3.820224 -0.296912 -0.164342 -0.352 0.278 0.206 0.0680
H -5.851027 3.518392 2.018194 -0.190 0.371 0.443 0.0965
H 1.688441 -2.714635 7.640996 0.275 -0.257 0.169 0.1038
H 0.250201 -0.225054 0.723650 0.400 -0.224 -0.188 0.1132
H -6.715838 1.478986 -0.243374 0.430 0.133 0.115 0.0565
H -1.256942 -2.156293 4.933243 -0.135 -0.108 0.091 0.0775
H 4.370202 1.379368 -2.584601 0.655 -0.394 -0.042 0.0587
H 0.453532 4.598218 -1.045234 0.437 0.340 0.748 0.1364
H -2.074736 -6.505845 -2.249997 -0.114 0.343 0.421 0.0857
H -4.330651 2.610251 -4.762288 -0.355 -0.254 -0.355 0.0762
H 1.025029 -4.135023 -1.606108 0.088 -0.438 -0.241 0.0693
H 3.940597 2.375886 -1.331437 0.076 0.046 0.634 0.0774
H -5.389707 5.131377 -0.237416 -0.148 -0.233 -0.447 0.0641
H -5.435829 0.746222 -4.775764 0.042 0.634 -0.562 0.1166
H 8.757023 -0.457978 -1.462089 0.292 0.080 0.175 0.1098
H 6.890458 -0.759163 1.743270 -0.116 0.233 -0.290 0.0827
H -1.151427 0.380168 6.267270 -0.177 -0.299 0.089 0.0873
H -7.909208 0.205938 -3.177833 -0.024 0.477 0.376 0.1089
H -1.957735 -2.227464 -1.486153 0.264 0.325 0.773 0.0496
H -1.311098 -1.983604 6.724329 -0.120 0.077 -0.135 0.0880
H -0.505420 5.194762 2.366896 -0.167 0.687 0.039 0.1127
H -7.072844 1.634138 -4.852204 0.747 0.583 -0.466 0.1391
H 5.448710 2.705570 -2.156577 0.222 -0.111 -0.003 0.1033
H 0.383030 -3.653868 -4.351317 -0.206 0.268 0.297 0.0774
H 9.122041 0.381581 0.925052 0.069 0.029 0.060 0.1303
H -2.309607 6.641119 1.328207 -0.509 0.153 -0.246 0.1224
H 3.706094 -2.234141 -4.088303 -0.410 0.339 0.505 0.0589
H 3.347920 -2.708222 -5.654146 -0.223 -0.337 -0.323 0.0784
H 2.331183 1.722590 -3.227879 -0.098 0.630 -0.687 0.1073
H -1.329825 3.215027 3.531707 0.057 -0.227 0.099 0.1167
H 1.676644 -4.054936 5.603527 0.028 0.016 0.068 0.0599
H -7.394094 3.620364 -3.116379 0.310 -0.066 -0.197 0.1084
H 1.927619 2.820564 -5.952785 -0.003 -0.027 1.315 0.0933
H -1.664864 -1.870314 1.070826 0.244 0.005 -0.381 0.0661
H 7.936214 3.422979 1.212335 0.675 -0.145 -0.133 0.0977
H 7.869588 -1.332972 -0.317934 -0.937 0.177 0.076 0.1080
H -5.047419 -1.571608 -0.400861 0.225 -0.014 -0.058 0.1034
H 7.256785 1.038181 -2.310533 -0.023 -0.034 -0.001 0.1198
H -3.884655 4.764702 -1.111718 0.397 -0.532 0.548 0.0625
H -3.019255 -5.725085 1.012972 -0.646 -0.172 0.005 0.1163
H 0.171759 1.145009 5.560886 0.321 0.077 -0.458 0.0759
H -5.529043 3.909280 -4.453222 0.215 -0.096 -0.015 0.1077
H 6.271886 -0.444573 -2.296857 0.166 -0.004 -0.046 0.1206
H 3.641610 -0.744144 3.664945 0.425 0.077 0.000 0.0621
H 1.603950 -2.287359 -2.537187 0.011 -0.478 -0.460 0.1010
H 2.716575 -1.479157 8.407747 0.005 -0.072 -0.061 0.1119
H -2.977718 -3.014435 0.903484 -0.292 0.017 0.774 0.0714
H -4.794366 5.591077 3.103048 -0.051 -0.331 0.011 0.0653
H 8.832800 1.627064 -0.246355 -0.106 0.021 -0.200 0.1247
H 0.527679 -2.435111 -0.279938 -0.541 0.576 0.808 0.1025
H -6.487355 -0.100430 0.424278 0.242 -0.113 -0.229 0.0887
H -4.112648 0.991168 2.337732 -0.034 0.014 -0.300 0.0837
H 8.782227 2.384495 2.467635 0.001 0.022 -0.352 0.1111
H -3.847733 -1.180127 -1.655778 0.118 -0.304 0.053 0.0565
H -0.589826 -7.325507 -2.386767 0.202 -0.063 -0.222 0.0808
H -4.306230 6.947547 2.249351 -0.367 0.309 -0.458 0.0880
H 1.683820 1.616909 -6.998843 -0.098 -0.460 -0.281 0.0754
H 1.833518 -0.190076 -1.790345 0.353 0.848 0.267 0.0911
H 2.987811 -4.456832 4.535018 0.815 0.520 0.403 0.0769
H 3.806073 0.840526 -6.560250 -0.438 0.105 -0.156 0.0892
H 7.514380 0.177249 3.040044 0.075 0.404 -0.002 0.1088
```
Forces are in eV/Å.

Results
Energy relative to the best compared isomer or geometry (same formula, charge and spin)   0.000 eV
Highest occupied orbital energy (alpha / beta)   -0.4119 / -0.4118 Ha
E_LUMO (alpha / beta)   -6.04 / -8.22 eV
2S+1   5
Kohn-Sham gap (alpha / beta)   5.170 / 2.985 eV
Total charge   +2

Entry 2:
The following is a quantum chemistry calculation of a single C3H8N2S molecule, from the Open Molecules 2025 dataset.

XYZ file:
```
14
Properties=species:S:1:pos:R:3:forces:R:3:lowdin_charge:R:1
S -1.919353 -0.521956 -0.327497 -0.200 0.197 0.059 0.5994
N 2.236588 0.284128 -0.664130 1.588 1.477 2.088 -0.0425
N -0.452158 1.620946 0.118216 0.113 1.561 -0.046 0.0752
C -0.655077 0.324236 0.298498 1.221 -1.606 0.102 -0.9092
C 0.512183 -0.446545 0.999559 -0.335 0.353 -1.488 -0.2021
C 1.567546 -0.881503 -0.044719 0.045 0.135 -1.235 -0.2960
H 3.091997 0.000464 -1.136792 -0.405 -0.452 -0.534 0.0559
H 2.322050 -1.552135 0.371239 -0.286 -0.156 0.471 0.0998
H 1.099875 -1.421952 -0.902212 0.001 0.241 0.844 0.1152
H 0.977781 0.250490 1.684342 0.231 -0.125 0.599 0.0938
H -1.083498 2.149771 -0.473402 -0.047 -0.381 0.196 0.1022
H 0.368118 2.157229 0.412333 -0.375 -0.905 -0.070 0.1135
H 0.153795 -1.369106 1.459663 -0.189 0.474 0.238 0.0994
H 2.740612 0.823886 0.126157 -1.362 -0.814 -1.224 0.0952
```
Forces are in eV/Å.

Results
Energy relative to the best compared isomer or geometry (same formula, charge and spin)   0.734 eV
Highest occupied orbital energy   -0.2987 Ha
E_LUMO   0.75 eV
SMILES   NCCC(N)=S
Kohn-Sham gap   8.880 eV

Question: The lowest energy relative to the best compared isomer or geometry (same formula, charge and spin) belongs to which entry?
Answer: C60H116N6Ni2O10